Here is a structure of composition C14H39IN6O5P2 at a distorted geometry from OMol25. Energies are from ωB97M-V with the def2-TZVPD basis set.

Summary:
* largest force on an atom: 0.1054 hartree/bohr
* orbital gap: 6.924 eV
* total charge: 0

Structure (XYZ):
```
67
Properties=species:S:1:pos:R:3:forces:R:3:mulliken_charge:R:1
C 0.883292 -1.008557 -1.178620 -0.50 -0.16 -0.71 -0.55
O 2.243274 -1.261953 -1.581702 0.00 0.57 0.13 -0.35
C 3.097778 -1.395535 -0.576480 0.22 -0.49 0.11 0.93
O 2.823970 -1.690765 0.546373 -0.18 0.27 0.49 -0.45
O 4.386907 -1.178250 -0.917038 0.03 -0.29 -0.59 -0.60
I 4.929797 -1.719665 -2.765411 0.08 0.20 0.14 0.25
H 0.820056 -0.514137 -0.217498 0.17 -0.07 0.15 0.27
H 0.468081 -0.370219 -1.953519 0.05 0.10 -0.03 0.17
H 0.311282 -1.931903 -1.185209 0.11 -0.15 0.29 0.35
O -0.602015 -3.345037 2.108054 1.79 -2.33 -1.14 -0.82
P -0.039396 -3.719790 3.436514 -2.20 3.08 3.80 0.45
N -1.446062 -4.268635 4.273181 0.16 0.39 0.03 0.19
C -2.182914 -3.637263 5.339437 0.04 0.00 0.20 -0.85
C -2.071750 -5.462274 3.737873 0.36 -0.19 -0.22 -1.12
N 0.575795 -2.208806 3.929873 -0.38 0.46 -0.30 0.37
C 0.500621 -1.638001 5.259994 0.49 -0.19 0.34 -1.04
C 0.519284 -1.141363 2.931066 -0.36 0.10 -0.20 -0.99
N 1.108286 -4.605064 4.410191 0.72 -1.24 -2.34 0.12
C 1.819237 -5.652017 3.660114 0.18 0.21 -0.25 -0.94
C 0.791437 -5.079337 5.739709 -0.58 -0.15 0.16 -1.01
H -2.284292 -4.316736 6.198341 -0.05 0.01 -0.01 0.36
H -3.194036 -3.348696 5.024988 0.03 0.00 -0.03 0.34
H -1.690943 -2.744414 5.712502 0.01 -0.07 -0.11 0.16
H -1.572468 -6.379789 4.085984 -0.11 -0.02 0.00 0.25
H -2.051558 -5.462575 2.644946 0.01 0.02 0.01 0.29
H -3.117144 -5.520852 4.039988 -0.01 0.10 0.06 0.41
H -0.510816 -1.308504 5.523270 0.08 0.04 0.04 0.38
H 1.136612 -0.753080 5.316917 0.06 -0.01 -0.14 0.38
H 0.888019 -2.305692 6.029718 -0.20 -0.17 -0.05 0.20
H -0.486740 -0.707161 2.850588 0.04 0.06 -0.05 0.34
H 0.822365 -1.506222 1.959159 -0.06 -0.07 -0.03 0.18
H 1.218209 -0.346927 3.197562 0.02 -0.08 0.22 0.41
H 1.171885 -6.503037 3.411556 0.05 -0.06 0.08 0.32
H 2.672680 -6.028555 4.225763 -0.03 0.08 0.09 0.34
H 2.207886 -5.244484 2.723019 -0.04 0.01 0.03 0.29
H 0.147073 -5.969933 5.746137 0.01 0.04 0.01 0.28
H 0.321725 -4.318228 6.357186 -0.09 0.04 -0.12 0.28
H 1.734223 -5.337841 6.227155 0.05 -0.02 -0.10 0.43
O -0.960392 1.845398 -3.910225 -2.94 0.14 -1.14 -0.80
P -1.004694 3.335235 -3.951845 4.78 1.99 1.60 0.49
N 0.222586 3.697350 -5.105560 0.05 0.00 0.42 0.22
C 1.537074 4.255672 -4.901800 0.06 0.19 0.02 -0.85
C -0.032734 3.243920 -6.460026 -0.47 -0.03 0.01 -1.13
N -0.617205 3.676572 -2.324564 0.29 -0.50 0.22 0.25
C 0.260358 4.728025 -1.846433 -0.32 0.51 0.09 -0.97
C -0.524849 2.518635 -1.436771 0.19 -0.29 -0.07 -1.18
N -1.889592 4.827226 -4.147111 -2.13 -1.60 -0.74 0.14
C -3.230663 4.636932 -4.722510 -0.15 -0.20 0.26 -0.95
C -1.282043 6.019996 -4.697622 0.47 -0.03 -0.41 -1.01
H 1.684263 5.143506 -5.533368 0.04 -0.03 -0.01 0.36
H 2.329979 3.538670 -5.148547 -0.04 -0.02 0.01 0.34
H 1.697463 4.578647 -3.878060 -0.08 -0.08 -0.06 0.16
H -0.681828 3.941376 -7.011325 0.08 -0.03 -0.07 0.25
H -0.513532 2.262330 -6.464289 0.01 0.01 0.02 0.30
H 0.898015 3.148188 -7.018200 0.08 0.03 0.08 0.41
H 1.316434 4.524587 -2.053621 -0.02 0.05 0.08 0.36
H 0.171580 4.817589 -0.762563 -0.10 -0.10 0.02 0.36
H -0.012626 5.711835 -2.227576 0.06 -0.08 -0.25 0.19
H 0.426558 1.986883 -1.561094 -0.03 -0.06 0.11 0.38
H -1.336340 1.821704 -1.612465 0.05 -0.05 -0.14 0.32
H -0.611789 2.836986 -0.396679 0.09 0.23 -0.05 0.41
H -3.196369 4.363317 -5.784645 -0.03 0.10 -0.03 0.33
H -3.831213 5.542209 -4.624420 0.09 0.06 0.05 0.33
H -3.758647 3.840486 -4.191272 0.05 0.01 -0.02 0.31
H -1.159750 5.985938 -5.789125 0.01 0.00 0.03 0.27
H -0.314169 6.241451 -4.255857 0.04 -0.15 -0.02 0.28
H -1.935510 6.860630 -4.454108 -0.09 -0.07 0.01 0.44
```
Forces are in eV/Å.

---

Here is a structure of composition C20H47NOP3Tb at a distorted geometry from OMol25. Energies are from ωB97M-V with the def2-TZVPD basis set.

Summary:
* largest force on an atom: 0.0569 hartree/bohr
* 2S+1: 7
* <S²>: 12.714
* orbital gap (spin up / spin down): 8.211 / 8.522 eV
* relative energy (zero: lowest compared OMol25 entry of this formula, charge and spin): 0.0 kJ/mol
* total charge: +2

Structure (XYZ):
```
73
Properties=species:S:1:pos:R:3:forces:R:3:mulliken_spin:R:1
Tb 0.968038 -0.998731 0.566365 -2.38 1.52 -0.79 5.97
P 0.147596 -2.300920 -1.691463 0.17 0.05 0.75 -0.01
P -0.300151 2.594019 0.629328 -0.96 0.20 1.19 0.01
N 2.126096 -0.158138 -1.046254 -0.84 -0.09 0.93 -0.02
C 1.757485 -2.116735 -2.599850 -0.15 -0.15 -0.21 0.00
H 2.439105 -2.926581 -2.298799 -0.27 0.09 -0.19 0.00
H 1.528448 -2.234432 -3.666058 0.38 -0.08 0.17 0.00
C 2.434637 -0.742419 -2.357334 -0.04 0.49 -0.13 0.00
H 3.526571 -0.850353 -2.487382 -0.38 -0.02 0.04 0.00
H 2.112808 -0.031221 -3.141237 0.03 -0.33 0.20 0.00
C 1.754848 1.254878 -1.134369 0.40 0.75 -1.08 0.00
H 0.923582 1.405752 -1.859657 0.23 -0.09 0.27 0.00
H 2.614352 1.815604 -1.573014 -0.51 -0.22 0.27 0.00
C 1.403830 1.986768 0.204854 0.23 -0.57 0.07 -0.02
H 2.008458 2.915743 0.211320 -0.43 -0.32 0.21 0.00
H 1.806008 1.400308 1.072925 -0.31 0.62 -0.40 0.02
C -0.119830 3.124248 2.385676 0.45 0.38 -0.18 0.00
C 0.291882 1.980544 3.324154 -0.01 -0.26 0.12 0.00
H 1.333084 1.662123 3.179476 -0.16 0.09 -0.02 0.00
H -0.356688 1.101809 3.220711 0.01 0.19 0.00 0.00
H 0.212163 2.324533 4.364495 0.05 -0.05 -0.30 0.00
C -0.723827 4.004091 -0.434774 0.22 0.19 -0.44 0.00
C -2.227273 4.300154 -0.547616 -0.20 -0.09 0.12 0.00
H -2.358828 5.157845 -1.219969 0.05 -0.22 0.16 0.00
H -2.675870 4.570373 0.418471 0.15 -0.08 -0.27 0.00
H -2.785389 3.459976 -0.974978 0.10 0.17 0.10 0.00
C -1.257952 -2.800984 -2.757563 -0.27 0.21 -0.55 -0.01
C -2.470061 -3.344985 -1.976010 -0.02 0.05 0.09 0.00
H -3.345413 -3.357735 -2.642133 0.32 -0.03 0.15 0.00
H -2.726457 -2.698690 -1.126733 0.07 -0.12 -0.13 0.00
H -2.324357 -4.369832 -1.604966 0.03 0.30 -0.18 0.00
C 0.537863 -3.676368 -0.461232 -0.21 0.20 -0.69 -0.02
C -0.430691 -3.688354 0.742452 0.10 -0.33 0.09 0.01
H -0.012534 -4.333095 1.531178 -0.22 0.15 -0.19 0.00
H -1.407304 -4.102009 0.447331 0.36 0.29 0.18 0.00
H -0.643436 -2.699034 1.215807 -0.14 -0.48 -0.27 0.01
C -1.679682 1.374809 0.750867 -0.66 -0.28 -0.80 0.00
C 0.057592 5.270470 -0.061003 0.15 0.20 -0.09 0.00
H 1.133038 5.084904 0.061017 -0.21 0.10 0.00 0.00
H -0.059649 6.000304 -0.874805 0.07 -0.18 0.28 0.00
H -0.330203 5.733585 0.857582 0.14 -0.18 -0.27 0.00
C -0.862978 -3.672455 -3.951731 -0.03 -0.19 -0.18 0.00
H -1.748583 -3.861974 -4.571897 0.17 0.05 0.14 0.00
H -0.128778 -3.168030 -4.588736 -0.14 -0.14 0.08 0.00
H -0.451617 -4.644130 -3.656191 -0.12 0.22 -0.05 0.00
C 0.641676 -5.028405 -1.174739 0.37 -0.57 0.51 0.00
H 1.036874 -5.776777 -0.471633 -0.14 0.05 -0.23 0.00
H -0.333328 -5.391424 -1.528990 0.29 0.25 0.16 0.00
H 1.336412 -4.991012 -2.025927 -0.25 0.05 0.23 0.00
C -1.390285 3.818498 2.891070 -0.20 0.16 0.13 0.00
H -2.279864 3.181020 2.780720 0.29 0.24 0.10 0.00
H -1.270939 4.025466 3.964177 -0.04 -0.01 -0.33 0.00
H -1.579023 4.777567 2.389602 0.05 -0.33 0.14 0.00
H 0.701418 3.859571 2.360995 -0.20 -0.08 0.10 0.00
H 1.557880 -3.427830 -0.089443 -0.05 -0.13 -0.11 0.03
H -0.381355 3.663615 -1.428287 -0.04 0.10 0.17 0.00
H -1.570998 -1.821018 -3.164217 0.08 -0.28 0.11 0.00
O -1.016843 0.136074 0.852185 0.62 0.05 0.51 0.01
H -2.491508 1.446403 0.007620 1.23 -0.47 -1.73 0.00
H -2.555780 1.740548 1.403126 2.10 -0.74 1.32 0.00
C 4.193152 -0.441524 2.832847 -0.11 0.42 -0.20 0.00
P 2.936649 -1.723116 2.426832 1.51 -0.46 1.31 0.01
C 4.022775 -3.131858 1.975858 -0.06 -0.26 -0.41 0.00
C 2.387013 -2.211365 4.110333 -0.71 0.02 0.10 0.00
H 5.105201 -0.630689 2.253939 -0.25 0.19 0.13 0.00
H 4.424187 -0.465806 3.905838 0.01 0.01 -0.37 0.00
H 3.805197 0.552381 2.572101 0.28 -0.14 0.15 0.00
H 4.235654 -3.744664 2.862916 0.02 0.21 -0.32 0.00
H 3.526478 -3.757707 1.219463 0.29 0.02 0.25 0.00
H 4.962019 -2.747106 1.556562 -0.29 -0.22 0.05 0.00
H 2.923842 -1.631779 4.874315 -0.21 -0.26 -0.24 0.00
H 1.309509 -2.008895 4.203019 0.31 -0.16 0.26 0.00
H 2.564254 -3.284006 4.269069 -0.14 0.35 0.00 0.00
```
Forces are in eV/Å.

---

Here is a structure of composition C10H30FKO5 at a distorted geometry from OMol25. Energies are from ωB97M-V with the def2-TZVPD basis set.

Summary:
* largest force on an atom: 0.0350 hartree/bohr
* orbital gap: 8.518 eV
* relative energy (zero: lowest compared OMol25 entry of this formula, charge and spin): 194.4 kJ/mol
* total charge: 0

Structure (XYZ):
```
47
Properties=species:S:1:pos:R:3:forces:R:3:mulliken_charge:R:1
K 0.974075 1.171557 -3.303791 -0.35 -0.19 1.03 0.98
F 0.191073 1.247108 -0.418384 0.00 -0.28 -0.16 -0.99
C 0.813590 1.949821 4.260140 -0.77 1.48 0.67 -1.18
C 1.056465 2.150590 2.782622 0.84 -1.38 -0.38 0.28
O 0.146604 2.915968 1.999663 0.05 -0.14 1.29 -0.56
H 1.561071 1.407593 4.839237 0.22 -0.54 -0.74 0.34
H -0.164834 1.490559 4.401033 -0.01 0.03 0.24 0.26
H 0.843647 2.908589 4.777802 -0.49 0.28 0.04 0.31
H 0.998332 1.126114 2.414974 0.36 -0.21 -0.48 0.00
H 2.078211 2.488890 2.610361 0.10 0.20 -0.04 0.22
H -0.069997 2.294076 1.301130 -0.24 0.23 -0.86 0.33
C -3.105597 0.838286 -2.406282 -0.67 -1.18 -0.46 -0.62
C -3.199347 2.001849 -1.494434 1.39 -0.10 0.58 -0.05
O -1.918977 2.614791 -1.562857 -0.50 1.54 -0.21 -0.51
H -3.383417 1.189680 -3.399994 0.12 -0.69 -0.24 0.31
H -3.675477 -0.014203 -2.036701 -0.75 0.07 -0.48 0.24
H -2.108395 0.399656 -2.370305 0.26 0.37 -0.24 0.02
H -3.393702 1.622215 -0.491331 -0.17 0.39 0.33 0.08
H -3.950622 2.735142 -1.787626 0.06 -0.06 0.10 0.31
H -1.255575 2.006444 -1.229060 0.60 -0.40 0.76 0.24
C -3.336845 -1.661321 1.315638 -0.92 0.82 -0.70 -1.41
C -2.209489 -0.673263 1.337008 0.10 -0.23 1.55 -0.09
O -1.228946 -1.029929 0.413484 0.24 -0.28 -0.65 -0.50
H -4.129336 -1.222422 1.921793 0.14 -0.64 0.90 0.39
H -2.944001 -2.641052 1.587458 -0.49 0.05 0.25 0.32
H -3.898427 -1.725819 0.383668 0.58 -0.15 -0.58 0.31
H -1.817074 -0.778482 2.348462 0.49 -0.22 0.35 0.27
H -2.461387 0.385939 1.389295 -0.43 0.18 -1.06 0.37
H -0.542263 -0.359372 0.433829 0.48 0.83 -0.21 0.14
C 4.496355 -0.719417 -0.074507 -0.17 -0.05 -0.12 -1.26
C 3.330683 -0.061142 0.660630 0.20 1.00 0.35 0.00
O 2.880287 1.101390 -0.015050 0.63 -0.06 -1.04 -0.51
H 4.355645 -0.689841 -1.154984 -0.14 0.21 -0.08 0.26
H 4.635228 -1.776364 0.152802 -0.05 0.02 0.39 0.32
H 5.416485 -0.185265 0.162427 0.04 -0.07 -0.13 0.35
H 3.693717 0.389049 1.584553 0.19 -0.81 0.57 0.28
H 2.489073 -0.713693 0.892936 0.07 -0.29 -0.14 0.28
H 1.921002 1.121907 -0.045620 -1.04 0.11 -0.07 0.31
C 0.983599 -3.126378 -3.228624 0.89 -0.31 -1.12 -1.34
C 0.838205 -2.461852 -1.903579 0.55 -0.21 -0.84 0.15
O 0.021803 -1.343348 -2.098952 -0.48 0.45 -0.19 -0.36
H 0.067482 -3.482877 -3.699509 -0.10 -0.33 0.52 0.32
H 1.747279 -3.894915 -3.109254 -0.28 -0.49 -0.23 0.39
H 1.404988 -2.469622 -3.989683 0.14 0.44 0.06 0.27
H 1.832387 -2.121663 -1.613786 0.18 -0.09 0.47 0.07
H 0.507846 -3.249870 -1.226835 -0.50 0.57 0.54 0.28
H -0.491425 -1.155103 -1.309796 -0.34 0.15 0.46 0.38
```
Forces are in eV/Å.

---

| no. | total energy (eV) |
| --- | --- |
| 1 | -61004.2850 |
| 2 | -75327.2629 |
| 3 | -40136.1400 |